(1)
Here is a molecular structure, C12H25IN3O2 at a distorted geometry from OMol25. Energies are from the ωB97M-V functional and the def2-TZVPD basis.

The largest force on an atom comes out at 2.4 eV Å⁻¹. As for the gap between HOMO and LUMO: 7.34 eV. The total energy comes out at -29504.9525 eV. As for the total charge: +1. The value obtained for the LUMO energy is -4.535 eV.

Element x y z (Å)
C  0.23469  0.30015  -0.82237
C  -0.67028  -0.48346  -0.21111
C  -1.68860  -1.31008  -0.91788
N  -1.20282  -2.68848  -1.28457
C  0.10314  -2.74524  -1.79080
N  0.47601  -2.07201  -2.81643
N  1.07552  -3.57204  -1.25487
I  1.58536  -3.02602  0.67783
H  -0.00488  1.10052  -1.52008
H  1.26997  0.17466  -0.51858
H  -0.65713  -0.48729  0.87145
H  -2.11350  -0.76082  -1.76433
H  -2.51756  -1.46574  -0.23298
H  -1.79731  -2.97491  -2.06311
H  -0.15001  -1.50123  -3.37140
H  1.43801  -2.14749  -3.13095
H  0.62966  -4.48780  -1.17260
C  -3.27987  4.33524  -3.39496
C  -2.60538  3.61923  -4.55860
C  -1.34220  3.08258  -3.90319
O  -1.66909  2.82840  -2.52975
C  -2.94039  3.42307  -2.22701
H  -4.35149  4.47290  -3.52543
H  -2.82517  5.31716  -3.24869
H  -3.23262  2.79234  -4.90065
H  -2.39833  4.26312  -5.41123
H  -0.53502  3.82102  -3.93063
H  -0.98456  2.16116  -4.36801
H  -3.67744  2.61946  -2.12312
H  -2.87387  3.95641  -1.27905
C  3.84197  -1.34588  5.45232
C  2.47900  -1.19982  6.11940
C  1.56241  -1.00443  4.92232
O  2.15471  -1.73010  3.83381
C  3.49093  -2.11876  4.19166
H  4.58036  -1.85598  6.06776
H  4.23643  -0.36121  5.19201
H  2.22078  -2.12256  6.64345
H  2.42391  -0.37822  6.83080
H  1.50087  0.05017  4.63568
H  0.55244  -1.37536  5.09799
H  3.49484  -3.19848  4.37391
H  4.16652  -1.90421  3.36201

(2)
Here is a molecular structure, C4H7O3Tl at a distorted geometry from OMol25. Energies are from the ωB97M-V functional and the def2-TZVPD basis.

As for the expectation value of S²: 0.756. The largest force on an atom comes out at 5.1 eV Å⁻¹. As for the gap between HOMO and LUMO (spin up / spin down): 6.44 / 10.48 eV. The total energy comes out at -15088.7825 eV. As for the total charge: +1. The value obtained for the LUMO energy (spin up / spin down) is -4.467 / -4.477 eV. Its spin multiplicity is 2.

Element x y z (Å)
C  -1.07575  0.05372  0.00058
O  -1.72104  -0.97098  0.10536
Tl  -3.05989  -0.70357  2.13400
O  -1.24496  1.00821  0.88703
C  -0.57699  2.27964  0.78640
H  -0.93205  2.86716  1.63596
H  0.50367  2.12505  0.86185
H  -0.83771  2.76203  -0.16063
O  0.17916  0.17530  -0.88465
C  0.89434  -0.82483  -1.42246
C  1.51526  -1.85085  -0.55285
H  1.32008  -0.56666  -2.39787
H  2.04135  -1.38627  0.29794
H  2.23650  -2.43023  -1.14332
H  0.75803  -2.53773  -0.14735

(3)
Here is a single C3H7NS molecule at a distorted geometry from OMol25. Energies are from the ωB97M-V functional and the def2-TZVPD basis.

The largest force on an atom comes out at 2.3 eV Å⁻¹. As for the gap between HOMO and LUMO: 9.41 eV. The total energy comes out at -15548.2912 eV. As for the total charge: 0. The value obtained for the LUMO energy is 1.014 eV. Its structure (SMILES) is C=NSCC.

Element x y z (Å)
C  -2.38596  1.09225  1.19165
N  -1.79409  0.17858  0.53863
S  -0.45080  0.56161  -0.51940
C  0.66550  -0.71886  -0.15562
C  1.85597  -0.51596  -1.08545
H  -3.27525  0.75853  1.77457
H  -2.14037  2.13485  1.40952
H  0.31371  -1.76040  -0.25741
H  0.91816  -0.50627  0.89016
H  2.18325  0.48015  -0.79080
H  1.46396  -0.47359  -2.14209
H  2.64591  -1.23090  -0.85374

Repeat the first record exactly.
Here is a molecular structure, C12H25IN3O2 at a distorted geometry from OMol25. Energies are from the ωB97M-V functional and the def2-TZVPD basis.

The largest force on an atom comes out at 2.4 eV Å⁻¹. As for the gap between HOMO and LUMO: 7.34 eV. The total energy comes out at -29504.9525 eV. As for the total charge: +1. The value obtained for the LUMO energy is -4.535 eV.

Element x y z (Å)
C  0.23469  0.30015  -0.82237
C  -0.67028  -0.48346  -0.21111
C  -1.68860  -1.31008  -0.91788
N  -1.20282  -2.68848  -1.28457
C  0.10314  -2.74524  -1.79080
N  0.47601  -2.07201  -2.81643
N  1.07552  -3.57204  -1.25487
I  1.58536  -3.02602  0.67783
H  -0.00488  1.10052  -1.52008
H  1.26997  0.17466  -0.51858
H  -0.65713  -0.48729  0.87145
H  -2.11350  -0.76082  -1.76433
H  -2.51756  -1.46574  -0.23298
H  -1.79731  -2.97491  -2.06311
H  -0.15001  -1.50123  -3.37140
H  1.43801  -2.14749  -3.13095
H  0.62966  -4.48780  -1.17260
C  -3.27987  4.33524  -3.39496
C  -2.60538  3.61923  -4.55860
C  -1.34220  3.08258  -3.90319
O  -1.66909  2.82840  -2.52975
C  -2.94039  3.42307  -2.22701
H  -4.35149  4.47290  -3.52543
H  -2.82517  5.31716  -3.24869
H  -3.23262  2.79234  -4.90065
H  -2.39833  4.26312  -5.41123
H  -0.53502  3.82102  -3.93063
H  -0.98456  2.16116  -4.36801
H  -3.67744  2.61946  -2.12312
H  -2.87387  3.95641  -1.27905
C  3.84197  -1.34588  5.45232
C  2.47900  -1.19982  6.11940
C  1.56241  -1.00443  4.92232
O  2.15471  -1.73010  3.83381
C  3.49093  -2.11876  4.19166
H  4.58036  -1.85598  6.06776
H  4.23643  -0.36121  5.19201
H  2.22078  -2.12256  6.64345
H  2.42391  -0.37822  6.83080
H  1.50087  0.05017  4.63568
H  0.55244  -1.37536  5.09799
H  3.49484  -3.19848  4.37391
H  4.16652  -1.90421  3.36201